The following is a DFT calculation (ωB97M-V/def2-TZVPD) of C23H32BaN4O5SSi2 as an isolated structure.

## Properties
Strongest force on any atom, eV/Å: 1.04
ΔE to the lowest compared entry with this formula, charge and spin, kJ/mol: 8.7

ORCA input file:
```
! RIJCOSX wB97M-V def2-TZVPD def2/J DEFGRID3
* xyz -2 1
Ba 0.657 0.680 -0.651
N 3.725 -1.423 -0.623
C 3.838 -1.759 -2.051
C 2.925 -0.913 -2.953
O 2.993 -1.091 -4.164
O 2.201 -0.072 -2.322
H 3.848 -0.419 -0.527
H 4.502 -1.822 -0.104
H 3.560 -2.803 -2.207
H 4.858 -1.633 -2.434
N -1.941 1.317 1.140
C -1.635 0.788 2.474
C -0.433 -0.186 2.579
O -0.100 -0.530 3.713
O 0.086 -0.589 1.481
H -1.257 2.030 0.879
H -2.825 1.810 1.167
H -2.494 0.205 2.819
H -1.456 1.564 3.229
C -0.374 5.148 2.058
Si 0.913 4.406 0.890
C 2.510 4.284 1.885
C 1.219 5.711 -0.441
O 0.452 3.001 0.288
H -0.120 6.169 2.358
H -0.462 4.542 2.963
H -1.354 5.170 1.575
H 2.851 5.260 2.243
H 3.309 3.849 1.280
H 2.367 3.637 2.753
H 1.609 6.642 -0.021
H 0.292 5.940 -0.973
H 1.938 5.341 -1.175
S 5.309 -0.603 2.162
C 4.155 -1.426 3.036
N 2.908 -1.675 2.520
C 1.933 -2.321 3.182
C 2.171 -2.815 4.420
C 3.462 -2.566 4.927
N 4.403 -1.924 4.295
H 2.652 -1.349 1.591
H 1.000 -2.397 2.646
H 1.402 -3.300 4.998
H 3.726 -2.922 5.921
C -6.337 -0.027 -1.220
C -5.740 -1.268 -1.386
C -4.431 -1.364 -1.848
C -3.666 -0.233 -2.152
C -4.294 1.006 -1.965
C -5.603 1.116 -1.520
Si -1.817 -0.220 -2.718
C -1.338 -2.070 -2.898
C -1.385 -2.917 -1.779
C -0.894 -4.215 -1.815
C -0.311 -4.707 -2.976
C -0.226 -3.883 -4.090
C -0.734 -2.592 -4.049
H -7.355 0.052 -0.856
H -6.297 -2.170 -1.155
H -3.996 -2.348 -1.982
H -3.728 1.912 -2.162
H -6.050 2.096 -1.391
H -2.087 0.169 -4.164
H -1.795 -2.539 -0.847
H -0.947 -4.837 -0.928
H 0.091 -5.714 -3.004
H 0.255 -4.242 -4.993
H -0.637 -1.959 -4.924
*
```

***

The following is a DFT calculation (ωB97M-V/def2-TZVPD) of a 5-piece molecular cluster, C23H32ClF12N4O8 overall.

## Properties
Strongest force on any atom, eV/Å: 0.45
ΔE to the lowest compared entry with this formula, charge and spin, kJ/mol: 0.0

ORCA input file:
```
! RIJCOSX wB97M-V def2-TZVPD def2/J DEFGRID3
* xyz 1 1
N -2.749 3.809 1.889
C -3.516 2.773 2.549
N -4.829 3.236 2.977
N -2.812 2.308 3.744
C -3.657 1.544 1.597
C -2.330 1.015 1.172
C -1.672 0.060 1.963
C -0.428 -0.403 1.620
N 0.164 0.064 0.507
C -0.421 0.962 -0.299
C -1.672 1.448 0.007
Cl -2.385 2.538 -1.105
H -2.329 4.429 2.567
H -3.281 4.347 1.217
H -5.193 3.913 2.320
H -5.490 2.473 3.064
H -3.168 2.826 4.539
H -1.817 2.494 3.670
H -4.266 1.800 0.729
H -4.178 0.780 2.177
H -2.144 -0.302 2.868
H 0.107 -1.140 2.202
H 1.086 -0.278 0.251
H 0.116 1.280 -1.183
C -1.043 -5.151 -2.232
C 0.334 -5.114 -2.855
O 0.911 -3.782 -2.765
C 1.497 -3.485 -1.625
O 1.607 -4.159 -0.645
C 2.099 -2.069 -1.718
F 1.236 -1.186 -2.255
F 3.212 -2.064 -2.436
F 2.398 -1.610 -0.483
H -1.695 -4.411 -2.697
H -1.481 -6.137 -2.372
H -0.996 -4.947 -1.162
H 0.290 -5.329 -3.919
H 1.011 -5.824 -2.388
C 2.571 1.777 -4.844
C 3.646 0.830 -4.355
O 4.504 0.416 -5.433
C 5.485 1.257 -5.743
O 5.721 2.306 -5.225
C 6.350 0.656 -6.873
F 5.589 0.122 -7.831
F 7.128 -0.309 -6.365
F 7.122 1.590 -7.408
H 2.001 1.320 -5.653
H 1.888 2.019 -4.029
H 3.004 2.706 -5.213
H 3.212 -0.089 -3.974
H 4.251 1.282 -3.568
C -5.958 5.025 5.674
C -6.263 6.277 6.467
O -7.633 6.280 6.917
C -7.878 5.586 8.020
O -7.093 4.960 8.667
C -9.369 5.722 8.402
F -10.156 5.593 7.331
F -9.583 6.927 8.941
F -9.702 4.793 9.288
H -6.653 4.921 4.841
H -4.945 5.065 5.276
H -6.047 4.139 6.303
H -6.170 7.170 5.854
H -5.602 6.378 7.327
C 7.828 -4.790 -3.428
C 7.468 -5.157 -2.007
O 6.052 -5.439 -1.885
C 5.677 -6.662 -2.223
O 6.363 -7.557 -2.612
C 4.157 -6.817 -2.004
F 3.485 -5.745 -2.460
F 3.890 -6.942 -0.700
F 3.697 -7.889 -2.635
H 7.227 -3.947 -3.771
H 8.880 -4.510 -3.480
H 7.662 -5.628 -4.103
H 7.641 -4.328 -1.324
H 8.032 -6.019 -1.656
*
```

***

The following is a DFT calculation (ωB97M-V/def2-TZVPD) of a 7-piece molecular cluster, C23H32F30N7O21S10 overall.

## Properties
Strongest force on any atom, eV/Å: 8.32
ΔE to the lowest compared entry with this formula, charge and spin, kJ/mol: 0.0

ORCA input file:
```
! RIJCOSX wB97M-V def2-TZVPD def2/J DEFGRID3
* xyz -3 1
C -9.184 -0.093 -2.767
N -7.880 -0.651 -2.189
C -8.076 -0.886 -0.670
C -7.689 -2.022 -2.882
C -6.536 0.202 -2.434
C -6.484 1.617 -1.792
O -6.436 1.564 -0.412
H -9.069 -0.213 -3.844
H -9.442 0.865 -2.315
H -10.060 -0.696 -2.525
H -8.939 -1.550 -0.726
H -8.336 -0.090 0.027
H -7.199 -1.264 -0.145
H -6.838 -2.385 -2.307
H -7.448 -1.889 -3.937
H -8.524 -2.708 -2.743
H -6.393 0.300 -3.510
H -5.822 -0.535 -2.067
H -7.237 2.320 -2.149
H -5.580 2.029 -2.242
H -6.732 2.371 0.014
C -2.287 0.078 -0.637
C -1.346 -0.243 0.556
C 0.160 -0.728 0.072
N 1.219 -0.325 1.143
C 1.587 1.171 0.864
C 2.519 -1.198 1.029
C 3.235 -0.923 2.380
C 2.114 -0.600 3.385
C 0.833 -0.328 2.617
H -3.333 -0.228 -0.601
H -1.987 -0.528 -1.492
H -2.292 1.124 -0.944
H -1.810 -0.974 1.217
H -1.291 0.656 1.170
H 0.367 -0.215 -0.868
H 0.047 -1.809 0.002
H 2.346 1.542 1.553
H 0.667 1.684 1.145
H 1.593 1.528 -0.166
H 3.206 -0.986 0.209
H 2.138 -2.217 0.973
H 3.865 -0.034 2.394
H 3.881 -1.726 2.736
H 2.445 0.146 4.107
H 1.978 -1.516 3.961
H 0.364 0.523 3.112
H 0.194 -1.174 2.870
C -2.608 -3.430 -2.468
F -2.551 -4.446 -3.245
F -1.345 -3.030 -2.260
F -3.373 -2.435 -3.030
S -3.448 -4.014 -0.747
O -2.699 -5.296 -0.522
O -3.241 -2.797 0.076
N -5.135 -4.245 -1.083
S -5.690 -4.279 0.391
O -5.142 -5.409 1.147
O -5.974 -3.003 1.065
C -7.389 -5.002 -0.216
F -7.632 -4.625 -1.423
F -7.427 -6.322 -0.169
F -8.283 -4.616 0.677
C 6.550 1.191 2.781
F 6.687 0.183 1.850
F 5.779 0.804 3.826
F 7.734 1.493 3.233
S 5.638 2.686 1.969
O 4.788 2.036 0.997
O 4.964 3.499 3.052
N 6.858 3.474 1.062
S 7.370 4.568 2.042
O 6.617 5.762 1.842
O 7.563 4.166 3.461
C 9.137 5.099 1.303
F 9.788 5.928 2.147
F 9.873 3.995 0.996
F 8.913 5.708 0.147
C 5.064 -3.528 -1.774
F 4.287 -2.522 -2.120
F 5.179 -4.406 -2.787
F 6.295 -2.964 -1.568
S 4.550 -4.188 -0.077
O 5.185 -5.482 0.102
O 4.929 -3.253 0.991
N 2.854 -4.241 -0.354
S 2.412 -5.190 0.830
O 2.647 -6.543 0.474
O 2.923 -4.749 2.098
C 0.516 -4.784 0.842
F 0.282 -3.696 1.610
F 0.071 -4.598 -0.364
F -0.314 -5.692 1.427
C 5.200 4.616 -6.908
F 5.109 4.808 -8.259
F 6.496 4.582 -6.688
F 4.589 5.574 -6.143
S 4.421 2.953 -6.456
O 2.998 3.185 -6.640
O 5.017 1.954 -7.297
N 4.892 2.703 -4.833
S 4.278 1.429 -4.410
O 3.649 0.501 -5.342
O 5.243 0.750 -3.556
C 2.883 1.920 -3.231
F 3.372 2.363 -2.089
F 2.134 2.857 -3.748
F 2.128 0.762 -3.048
C 1.900 3.291 5.967
F 2.654 4.082 6.740
F 2.661 2.390 5.350
F 1.172 2.576 6.786
S 0.815 4.196 4.685
O 0.920 5.592 4.973
O 1.429 3.801 3.409
N -0.790 3.518 5.088
S -1.462 3.483 3.732
O -2.010 4.761 3.445
O -0.834 2.797 2.564
C -2.865 2.158 4.089
F -3.923 2.873 4.561
F -3.267 1.522 2.914
F -2.517 1.213 4.942
*
```

***

The following is a DFT calculation (ωB97M-V/def2-TZVPD) of C23H32F3HfN4O4S3 as an isolated structure.

## Properties
Strongest force on any atom, eV/Å: 1.69
ΔE to the lowest compared entry with this formula, charge and spin, kJ/mol: 0.0

ORCA input file:
```
! RIJCOSX wB97M-V def2-TZVPD def2/J DEFGRID3
* xyz 1 1
Hf 0.414 -0.487 0.220
C -5.829 -0.394 -2.109
C -5.281 -0.366 -0.684
N -4.027 0.362 -0.654
C -2.822 -0.157 -0.777
S -1.526 1.032 -0.583
N -2.662 -1.448 -0.989
N -1.381 -1.845 -0.834
C -1.038 -2.993 -1.305
C -1.871 -3.831 -2.191
C 0.209 -3.545 -0.743
C 0.601 -4.854 -0.978
C 1.619 -5.372 -0.193
C 2.218 -4.568 0.758
C 1.796 -3.271 0.917
N 0.830 -2.767 0.148
H -6.715 -1.013 -2.191
H -5.113 -0.819 -2.796
H -6.059 0.618 -2.427
H -5.108 -1.360 -0.285
H -5.982 0.175 -0.036
H -4.080 1.354 -0.514
H -2.795 -3.329 -2.414
H -2.090 -4.780 -1.701
H -1.312 -3.998 -3.114
H 0.140 -5.469 -1.748
H 1.932 -6.384 -0.369
H 3.022 -4.948 1.395
H 2.238 -2.588 1.626
F 5.374 -2.109 -1.209
C 4.201 -2.064 -1.817
F 3.541 -3.194 -1.617
F 4.385 -1.860 -3.099
S 3.158 -0.567 -1.085
O 3.956 0.535 -1.504
O 1.788 -0.602 -1.693
O 2.904 -0.704 0.374
C -0.874 -0.165 5.109
C -0.524 0.939 4.355
C -0.077 0.758 3.045
C 0.065 -0.525 2.457
C -0.260 -1.619 3.287
C -0.721 -1.430 4.573
H -1.256 -0.045 6.098
H -0.606 1.916 4.789
H 0.183 1.647 2.485
H -0.175 -2.641 2.920
H -0.953 -2.288 5.179
C 1.392 4.401 2.895
C 1.261 4.983 1.517
C 0.662 4.018 0.492
S 1.934 2.812 0.090
O 1.228 1.438 0.040
C 2.361 3.174 -1.612
C 1.487 2.707 -2.776
C 0.152 3.416 -2.969
H 1.913 5.051 3.587
H 1.952 3.463 2.888
H 0.406 4.192 3.321
H 2.236 5.339 1.189
H 0.612 5.854 1.525
H 0.340 4.467 -0.442
H -0.180 3.441 0.913
H 3.368 2.726 -1.674
H 2.539 4.262 -1.602
H 1.378 1.609 -2.697
H 2.097 2.925 -3.655
H -0.552 3.224 -2.148
H -0.329 3.070 -3.891
H 0.308 4.488 -3.068
*
```

***

The following is a DFT calculation (ωB97M-V/def2-TZVPD) of C23H32FN3O2 as an isolated structure.

## Properties
Strongest force on any atom, eV/Å: 19.14
ΔE to the lowest compared entry with this formula, charge and spin, kJ/mol: 2165.3

ORCA input file:
```
! RIJCOSX wB97M-V def2-TZVPD def2/J DEFGRID3
* xyz 0 1
C -5.272 -0.418 0.697
C -4.665 -0.405 -0.828
H -5.466 -0.590 -1.530
H -3.953 -1.145 -0.974
C -4.294 0.812 -1.392
N -3.116 1.268 -0.590
C -2.081 1.736 -1.119
C -1.102 2.292 -0.454
C -1.763 1.984 0.800
N -2.859 1.370 0.669
C -1.289 2.409 2.300
H -0.497 1.658 2.435
H -2.021 1.840 2.864
H -0.880 3.331 2.421
C 0.178 3.022 -0.701
N 1.363 2.298 -0.662
C 1.544 1.293 -1.883
C 1.066 -0.057 -1.585
H 1.400 -0.484 -2.629
H 0.010 -0.011 -1.309
C 1.861 -0.568 -0.582
C 3.266 -0.549 -0.711
O 3.801 -0.622 -1.935
O 4.108 -0.633 0.385
C 5.571 -0.651 -0.271
C 6.377 -0.751 1.295
H 5.962 -1.768 1.942
H 7.400 -0.713 1.114
H 6.015 0.134 1.915
H 5.784 -1.810 -0.476
H 5.910 0.101 -0.740
C 1.650 0.323 0.589
C 2.133 1.822 0.386
H 1.904 2.314 1.197
H 3.146 1.723 0.157
H 2.297 0.202 1.612
H 0.647 0.337 0.789
C 1.540 -2.019 0.089
C 0.075 -2.217 0.153
C -0.892 -2.562 -0.764
C -2.017 -3.014 -0.383
C -2.737 -2.682 0.971
C -1.831 -2.351 1.745
C -0.451 -2.216 1.450
H 0.163 -1.699 2.137
H -1.945 -2.218 2.705
H -3.552 -3.074 0.984
F -2.794 -3.525 -1.480
H -0.404 -2.758 -1.973
H 1.689 -2.579 -0.993
H 2.174 -2.308 0.627
H 0.907 1.914 -2.779
H 2.734 1.524 -2.387
H 0.101 3.575 -1.366
H 0.470 3.643 0.390
H -1.905 2.009 -2.146
H -5.093 1.677 -1.027
H -4.260 1.032 -2.269
H -5.634 -1.318 0.901
H -6.011 0.257 1.022
H -4.464 -0.185 1.200
*
```

***

The following is a DFT calculation (ωB97M-V/def2-TZVPD) of one molecule with the formula C23H32FN7O7.

## Properties
Strongest force on any atom, eV/Å: 1.45
ΔE to the lowest compared entry with this formula, charge and spin, kJ/mol: 15.1

ORCA input file:
```
! RIJCOSX wB97M-V def2-TZVPD def2/J DEFGRID3
* xyz 0 1
C -5.654 -0.773 -1.460
C -4.238 -0.447 -0.995
C -3.442 0.347 -2.038
C -3.335 -0.399 -3.369
C -2.031 0.735 -1.568
N -1.136 -0.409 -1.458
C 0.180 -0.165 -1.345
O 0.595 0.985 -1.538
C 1.094 -1.282 -0.990
C 0.621 -2.392 -0.308
C 1.479 -3.420 0.066
N 1.019 -4.514 0.843
O -0.066 -4.411 1.397
O 1.737 -5.489 0.945
C 2.830 -3.378 -0.290
C 3.309 -2.262 -0.911
F 4.624 -2.244 -1.221
C 2.502 -1.139 -1.228
N 3.005 -0.005 -1.737
C 4.351 0.496 -1.565
C 4.724 0.759 -0.096
C 3.930 1.885 0.575
C 2.537 1.448 1.028
C 1.709 2.587 1.645
C 1.797 3.852 0.780
N 1.232 3.726 -0.434
O 2.344 4.862 1.162
N 0.304 2.211 1.748
C -0.155 1.102 2.338
O 0.518 0.272 2.918
C -1.692 0.953 2.198
C -2.185 -0.231 3.047
C -1.732 -1.556 2.451
N -1.012 -2.363 3.220
O -2.056 -1.879 1.308
N -2.025 0.684 0.816
C -1.958 1.507 -0.232
O -1.786 2.711 -0.168
H -6.218 -1.212 -0.641
H -6.168 0.130 -1.784
H -5.649 -1.484 -2.281
H -4.312 0.151 -0.085
H -3.728 -1.380 -0.746
H -3.970 1.291 -2.213
H -4.308 -0.472 -3.844
H -2.948 -1.405 -3.222
H -2.669 0.129 -4.048
H -1.596 1.409 -2.318
H -1.526 -1.312 -1.243
H -0.413 -2.474 -0.001
H 3.485 -4.199 -0.047
H 2.295 0.711 -1.894
H 5.073 -0.201 -1.994
H 4.409 1.430 -2.127
H 5.783 1.021 -0.084
H 4.606 -0.161 0.479
H 4.485 2.235 1.447
H 3.850 2.727 -0.115
H 1.968 1.073 0.185
H 2.621 0.643 1.761
H 2.094 2.832 2.642
H 0.776 2.884 -0.749
H 1.192 4.537 -1.029
H -0.360 2.789 1.240
H -2.166 1.887 2.525
H -3.277 -0.228 3.056
H -1.814 -0.121 4.064
H -0.603 -2.046 4.082
H -0.689 -3.229 2.799
H -2.158 -0.318 0.648
*
```

***

Q: What is the formula in the fourth record?
A: C23H32F3HfN4O4S3

***

Q: strongest force on any atom of number 1 (C23H32BaN4O5SSi2)?
A: 1.04 eV/Å

***

Copy entry 2 word for word.
The following is a DFT calculation (ωB97M-V/def2-TZVPD) of a 5-piece molecular cluster, C23H32ClF12N4O8 overall.

## Properties
Strongest force on any atom, eV/Å: 0.45
ΔE to the lowest compared entry with this formula, charge and spin, kJ/mol: 0.0

ORCA input file:
```
! RIJCOSX wB97M-V def2-TZVPD def2/J DEFGRID3
* xyz 1 1
N -2.749 3.809 1.889
C -3.516 2.773 2.549
N -4.829 3.236 2.977
N -2.812 2.308 3.744
C -3.657 1.544 1.597
C -2.330 1.015 1.172
C -1.672 0.060 1.963
C -0.428 -0.403 1.620
N 0.164 0.064 0.507
C -0.421 0.962 -0.299
C -1.672 1.448 0.007
Cl -2.385 2.538 -1.105
H -2.329 4.429 2.567
H -3.281 4.347 1.217
H -5.193 3.913 2.320
H -5.490 2.473 3.064
H -3.168 2.826 4.539
H -1.817 2.494 3.670
H -4.266 1.800 0.729
H -4.178 0.780 2.177
H -2.144 -0.302 2.868
H 0.107 -1.140 2.202
H 1.086 -0.278 0.251
H 0.116 1.280 -1.183
C -1.043 -5.151 -2.232
C 0.334 -5.114 -2.855
O 0.911 -3.782 -2.765
C 1.497 -3.485 -1.625
O 1.607 -4.159 -0.645
C 2.099 -2.069 -1.718
F 1.236 -1.186 -2.255
F 3.212 -2.064 -2.436
F 2.398 -1.610 -0.483
H -1.695 -4.411 -2.697
H -1.481 -6.137 -2.372
H -0.996 -4.947 -1.162
H 0.290 -5.329 -3.919
H 1.011 -5.824 -2.388
C 2.571 1.777 -4.844
C 3.646 0.830 -4.355
O 4.504 0.416 -5.433
C 5.485 1.257 -5.743
O 5.721 2.306 -5.225
C 6.350 0.656 -6.873
F 5.589 0.122 -7.831
F 7.128 -0.309 -6.365
F 7.122 1.590 -7.408
H 2.001 1.320 -5.653
H 1.888 2.019 -4.029
H 3.004 2.706 -5.213
H 3.212 -0.089 -3.974
H 4.251 1.282 -3.568
C -5.958 5.025 5.674
C -6.263 6.277 6.467
O -7.633 6.280 6.917
C -7.878 5.586 8.020
O -7.093 4.960 8.667
C -9.369 5.722 8.402
F -10.156 5.593 7.331
F -9.583 6.927 8.941
F -9.702 4.793 9.288
H -6.653 4.921 4.841
H -4.945 5.065 5.276
H -6.047 4.139 6.303
H -6.170 7.170 5.854
H -5.602 6.378 7.327
C 7.828 -4.790 -3.428
C 7.468 -5.157 -2.007
O 6.052 -5.439 -1.885
C 5.677 -6.662 -2.223
O 6.363 -7.557 -2.612
C 4.157 -6.817 -2.004
F 3.485 -5.745 -2.460
F 3.890 -6.942 -0.700
F 3.697 -7.889 -2.635
H 7.227 -3.947 -3.771
H 8.880 -4.510 -3.480
H 7.662 -5.628 -4.103
H 7.641 -4.328 -1.324
H 8.032 -6.019 -1.656
*
```

***

Q: Which of these has the lowest strongest force on any atom?
A: C23H32ClF12N4O8